The following is a quantum chemistry calculation of one molecule with the formula C7H10 in a non-equilibrium geometry, from the Open Molecules 2025 dataset.

Calculated values
Relative energy (zero: lowest compared OMol25 entry of this formula, charge and spin), kcal per mole: 58.4
SMILES: C=CC(=C)/C=C/C
Charge: 0
Highest occupied orbital energy, Eh: -0.3061
E_LUMO, eV: 0.510
2S+1: 1

Cartesian coordinates (Å):
C: -1.800 -0.497 -0.962
C: -3.031 -0.570 -0.456
C: -0.964 1.448 0.358
C: -0.751 0.247 -0.211
C: 0.607 -0.338 -0.327
C: 1.544 -0.219 0.639
C: 3.017 -0.190 0.408
H: -1.365 -0.982 -1.826
H: -3.826 -1.142 -0.922
H: -3.256 -0.079 0.483
H: -1.970 1.859 0.322
H: -0.256 1.883 1.048
H: 0.620 -1.195 -1.000
H: 1.229 0.226 1.593
H: 3.288 -0.943 -0.346
H: 3.260 0.757 -0.087
H: 3.653 -0.265 1.286

natural (NBO) atomic charge list, values in e, 8 entries:
1 C -0.211
2 C -0.369
3 C -0.383
4 C -0.064
5 C -0.247
6 C -0.123
7 C -0.651
8 H 0.206

=====

The following is a quantum chemistry calculation of C7H10 as an isolated structure in a non-equilibrium geometry, from the Open Molecules 2025 dataset.

Calculated values
Relative energy (zero: lowest compared OMol25 entry of this formula, charge and spin), kcal per mole: 147.2
Charge: 0
Highest occupied orbital energy (spin up / spin down), Eh: -0.2587 / -0.2774
E_LUMO (spin up / spin down), eV: 0.304 / 0.543
2S+1: 1

Cartesian coordinates (Å):
C: -0.227 -0.015 -1.205
C: 1.110 0.245 -0.775
C: -1.161 1.108 -1.515
C: 0.617 0.004 1.050
C: 1.595 -0.729 1.725
C: -0.737 -0.636 0.908
C: -1.723 -1.170 1.392
H: -0.459 -0.988 -1.620
H: 1.508 1.243 -0.924
H: 1.854 -0.500 -1.028
H: 0.422 1.047 1.308
H: -2.172 0.741 -1.699
H: -0.819 1.671 -2.391
H: -1.201 1.824 -0.689
H: 1.351 -1.671 2.191
H: 2.635 -0.528 1.509
H: -2.593 -1.646 1.764

natural (NBO) atomic charge list, values in e, 8 entries:
1 C -0.127
2 C -0.412
3 C -0.660
4 C -0.294
5 C -0.389
6 C -0.035
7 C -0.240
8 H 0.209

=====

The following is a quantum chemistry calculation of one molecule with the formula C7H10, from the Open Molecules 2025 dataset.

Calculated values
Relative energy (zero: lowest compared OMol25 entry of this formula, charge and spin), kcal per mole: 56.1
SMILES: C#CC1(CC)CC1
Charge: 0
Highest occupied orbital energy, Eh: -0.3413
E_LUMO, eV: 1.147
2S+1: 1

Cartesian coordinates (Å):
C: 0.010 -1.816 1.000
C: -0.308 -0.334 1.178
C: 0.031 0.484 -0.062
C: -1.035 0.678 -1.121
C: -0.648 1.823 -0.239
C: 1.342 0.290 -0.658
C: 2.344 0.072 -1.292
H: -0.506 -2.216 0.120
H: -0.295 -2.400 1.874
H: 1.084 -1.972 0.849
H: -1.382 -0.198 1.384
H: 0.234 0.062 2.048
H: -0.671 0.668 -2.143
H: -2.002 0.206 -0.975
H: -1.349 2.095 0.549
H: -0.085 2.652 -0.658
H: 3.236 -0.094 -1.854

natural (NBO) atomic charge list, values in e, 8 entries:
1 C -0.610
2 C -0.371
3 C -0.149
4 C -0.392
5 C -0.393
6 C 0.001
7 C -0.248
8 H 0.205

=====

The following is a quantum chemistry calculation of one molecule with the formula C7H10, from the Open Molecules 2025 dataset.

Calculated values
Relative energy (zero: lowest compared OMol25 entry of this formula, charge and spin), kcal per mole: 94.0
Charge: 0
Highest occupied orbital energy, Eh: -0.3067
E_LUMO, eV: 0.956
2S+1: 1

Cartesian coordinates (Å):
C: -0.381 1.330 1.026
C: 0.907 0.706 1.495
C: 0.167 0.111 0.338
C: -0.565 -1.232 0.435
C: -0.940 -1.724 -0.941
C: -0.340 -0.735 -1.805
C: 0.652 0.197 -1.100
H: -0.319 2.282 0.503
H: -1.263 1.216 1.652
H: 0.893 0.163 2.438
H: 1.836 1.236 1.301
H: 0.112 -2.032 0.780
H: -1.408 -1.232 1.137
H: -1.434 -0.394 -1.673
H: -0.247 -0.904 -2.880
H: 1.669 -0.207 -1.208
H: 0.662 1.218 -1.498

natural (NBO) atomic charge list, values in e, 8 entries:
1 C -0.413
2 C -0.411
3 C -0.078
4 C -0.544
5 C 0.059
6 C -0.488
7 C -0.422
8 H 0.212

=====

The following is a quantum chemistry calculation of one molecule with the formula C7H10, from the Open Molecules 2025 dataset.

Calculated values
Relative energy (zero: lowest compared OMol25 entry of this formula, charge and spin), kcal per mole: 59.2
SMILES: C1[C@@H]2CC3(CC3)[C@H]12
Charge: 0
Highest occupied orbital energy, Eh: -0.3421
E_LUMO, eV: 1.185
2S+1: 1

Cartesian coordinates (Å):
C: 0.984 0.758 1.530
C: 1.696 -0.336 0.789
C: 0.359 0.185 0.298
C: -0.237 1.089 -0.828
C: -1.443 0.151 -0.893
C: -0.968 -1.228 -1.214
C: -0.852 -0.716 0.199
H: 1.409 1.750 1.377
H: 0.591 0.583 2.527
H: 2.675 -0.140 0.361
H: 1.616 -1.328 1.237
H: -0.513 2.067 -0.418
H: 0.303 1.238 -1.770
H: -2.480 0.453 -1.015
H: -0.077 -1.344 -1.832
H: -1.737 -1.975 -1.388
H: -1.347 -1.219 1.024

natural (NBO) atomic charge list, values in e, 8 entries:
1 C -0.412
2 C -0.419
3 C -0.048
4 C -0.381
5 C -0.222
6 C -0.420
7 C -0.219
8 H 0.209

=====

The following is a quantum chemistry calculation of one molecule with the formula C7H10, from the Open Molecules 2025 dataset.

Calculated values
Relative energy (zero: lowest compared OMol25 entry of this formula, charge and spin), kcal per mole: 51.0
SMILES: C=C=CC/C=C\C
Charge: 0
Highest occupied orbital energy, Eh: -0.3380
E_LUMO, eV: 1.077
2S+1: 1

Cartesian coordinates (Å):
C: -0.325 -1.732 1.352
C: 0.848 -1.357 0.495
C: 0.804 -0.764 -0.697
C: -0.428 -0.324 -1.439
C: -0.741 1.148 -1.210
C: -0.220 1.896 -0.270
C: 0.303 2.621 0.682
H: -0.303 -2.798 1.609
H: -0.300 -1.171 2.294
H: -1.279 -1.516 0.864
H: 1.830 -1.574 0.916
H: 1.743 -0.494 -1.177
H: -1.293 -0.959 -1.202
H: -0.264 -0.458 -2.516
H: -1.420 1.621 -1.918
H: -0.240 2.784 1.611
H: 1.286 3.079 0.606

natural (NBO) atomic charge list, values in e, 8 entries:
1 C -0.653
2 C -0.169
3 C -0.188
4 C -0.463
5 C -0.280
6 C 0.099
7 C -0.493
8 H 0.217